ORCA calculation (ωB97M-V/def2-TZVPD) on C31H45CrN8O2S2SbSe as an isolated structure.

Geometry as ORCA input:
```
! RIJCOSX wB97M-V def2-TZVPD def2/J DEFGRID3
* xyz 1 4
Cr -0.52491 0.85752 -0.29998
N 0.34617 2.82212 -0.20788
C -0.56360 3.71098 0.55484
C -1.12518 2.91698 1.71853
N -1.78802 1.71703 1.17043
H 1.23497 2.74499 0.27758
H 0.52801 3.21809 -1.12428
H -1.36985 4.00231 -0.12004
H -0.05324 4.61354 0.89376
H -1.81341 3.52317 2.30936
H -0.32125 2.58151 2.37359
H -2.72276 1.95365 0.86227
H -1.82135 0.96092 1.87086
N -1.19455 0.26911 8.99604
C -1.28360 -0.22002 7.71390
C -2.22067 0.31161 6.81551
C -2.28847 -0.15367 5.52116
C -1.41766 -1.15174 5.09199
C -0.49276 -1.69402 5.97424
C -0.42643 -1.23296 7.27507
S -1.49923 -1.70595 3.43122
O -0.66096 -2.87850 3.31246
O -2.88247 -1.79460 3.04205
N -0.89889 -0.51392 2.52015
C 0.39871 -0.33332 2.34292
S 1.70920 -1.05426 3.24949
C 2.85540 -0.16927 2.30112
C 2.21846 0.56389 1.37524
N 0.84156 0.47318 1.36418
H -1.98347 0.77577 9.35828
H -0.71374 -0.29379 9.67609
H -2.90389 1.08100 7.15299
H -3.03482 0.23390 4.83974
H 0.15150 -2.49600 5.64204
H 0.28772 -1.66455 7.96531
H 3.91484 -0.24150 2.47714
H 2.71237 1.19990 0.65194
Se 0.85513 -3.96300 0.32112
N -0.81587 -4.49541 0.38816
C -1.56337 -3.42807 0.18501
C -2.98442 -3.42243 0.17992
C -3.59323 -2.24190 -0.08001
C -2.81959 -1.07324 -0.30320
N -1.50967 -1.00484 -0.29458
C -0.85219 -2.19820 -0.05702
N 0.45744 -2.28080 -0.06220
H -3.52791 -4.33432 0.38274
H -4.66896 -2.15012 -0.09732
H -3.34069 -0.15120 -0.50446
C -3.15304 3.05875 -3.85722
C -3.78041 2.64099 -2.69499
C -3.05651 1.98633 -1.70486
C -1.69014 1.69123 -1.82201
C -1.09465 2.15776 -3.00089
C -1.79615 2.82105 -4.00041
H -3.70997 3.57047 -4.63036
H -4.83656 2.83034 -2.54982
H -3.62238 1.71936 -0.81735
H -0.03437 2.00389 -3.16986
H -1.27751 3.14858 -4.89327
C 1.23895 -2.26301 -4.50670
C 0.48795 -1.82811 -3.25324
C -0.94593 -1.45395 -3.61961
Sb 1.44500 -0.23266 -2.12480
C 3.19750 -1.17757 -1.24803
C 3.55707 -2.52414 -1.86586
C 4.42550 -0.27467 -1.16300
C 2.25028 0.97481 -3.75574
C 2.52447 2.41283 -3.32065
C 3.48749 0.40332 -4.44694
H 0.69353 -3.08271 -4.98177
H 2.24771 -2.61778 -4.30424
H 1.29611 -1.45361 -5.23644
H 0.46959 -2.65742 -2.53992
H -0.96876 -0.63662 -4.34336
H -1.53911 -1.14148 -2.76228
H -1.43834 -2.31265 -4.08335
H 2.83388 -1.34235 -0.23456
H 4.00954 -2.40318 -2.85117
H 2.69890 -3.19033 -1.96527
H 4.29443 -3.02982 -1.23566
H 4.96709 -0.24584 -2.10607
H 5.11486 -0.67062 -0.41286
H 4.19352 0.75358 -0.87861
H 1.42641 0.97270 -4.47610
H 3.30223 2.45128 -2.55450
H 1.63574 2.91630 -2.93500
H 2.87953 3.00331 -4.16889
H 4.38566 0.60243 -3.86647
H 3.61999 0.89648 -5.41345
H 3.43050 -0.66681 -4.63188
*
```

As for the orbital gap (spin up / spin down): 0.2291 / 0.2279 hartree. The energy relative to the best compared isomer or geometry (same formula, charge and spin) comes out at 0.000 eV.

ORCA calculation (ωB97M-V/def2-TZVPD) on a 3-piece molecular cluster, C3H12NO4 overall.

Geometry as ORCA input:
```
! RIJCOSX wB97M-V def2-TZVPD def2/J DEFGRID3
* xyz 0 2
N -2.29313 0.00024 0.70614
C -1.26795 0.45411 -0.25170
C -1.13769 -0.48643 -1.44636
O -0.07759 0.06912 -2.27049
C 0.00233 0.84571 0.56966
O 0.84549 -0.23869 0.44820
H -3.15271 -0.24006 0.23882
H -1.87833 -0.72385 1.29010
H -1.55209 1.38118 -0.75226
H -0.89444 -1.50817 -1.12222
H -1.91368 -0.46373 -2.19878
H 0.79455 -0.29986 -2.05502
H 0.44918 1.80037 0.21974
H -0.12740 1.06375 1.65100
H 2.93869 0.68391 -1.48812
H 2.10498 -0.13655 -0.48913
O 2.76029 -0.23518 -1.24152
H 1.32485 -0.75426 1.93746
H 1.49360 -0.21465 3.40511
O 1.58104 -0.99695 2.84938
*
```

As for the orbital gap (spin up / spin down): 0.3790 / 0.2366 hartree. The energy relative to the best compared isomer or geometry (same formula, charge and spin) comes out at 1.018 eV.

ORCA calculation (ωB97M-V/def2-TZVPD) on one molecule with the formula C5H14BN3O3.

Geometry as ORCA input:
```
! RIJCOSX wB97M-V def2-TZVPD def2/J DEFGRID3
* xyz 0 1
B 1.79863 -0.21508 -0.00511
C 1.33426 -1.25708 -1.18456
C 3.34515 -0.29317 0.47690
C 0.64221 -0.27565 1.12702
C -1.49235 1.26002 1.05599
C -2.56631 0.78028 0.00857
N -2.86484 -1.57559 -0.80949
N -0.26495 0.86271 0.53846
N 0.48064 1.72232 -0.20626
O 1.57382 1.29827 -0.67451
O 0.06032 2.82629 -0.51346
O -2.55286 -0.65675 0.21262
H 1.12189 -2.18981 -0.75959
H 1.90794 -1.57280 -2.10171
H 0.39006 -0.82518 -1.54825
H 4.10060 -0.29430 -0.30483
H 3.57085 -1.06875 1.30913
H 3.45231 0.72429 0.86412
H -0.00669 -1.21607 1.06050
H 0.75077 -0.14453 2.13034
H -1.52639 2.41948 1.18264
H -1.62497 0.62390 1.84953
H -2.32023 0.95633 -1.01039
H -3.58132 1.25878 0.13282
H -2.07467 -1.72169 -1.40886
H -3.65385 -1.42622 -1.42164
*
```

As for the orbital gap: 0.3435 hartree. The energy relative to the best compared isomer or geometry (same formula, charge and spin) comes out at 0.418 eV.

ORCA calculation (ωB97M-V/def2-TZVPD) on a 2-piece molecular cluster, C12H16N2 overall.

Geometry as ORCA input:
```
! RIJCOSX wB97M-V def2-TZVPD def2/J DEFGRID3
* xyz 0 1
C 2.51437 -0.37799 0.17617
C 2.19243 -1.60694 1.20303
C 0.79884 -1.88200 1.34116
C 0.05887 -1.37406 2.43121
N -1.30488 -1.90819 2.20176
C -1.30622 -2.54508 0.96881
N -0.03142 -2.61011 0.51232
H 1.70980 0.30993 -0.04718
H 2.40891 -0.87588 -0.80817
H 3.43958 0.11532 0.29769
H 2.53952 -2.39829 0.52397
H 2.85653 -1.66700 2.14493
H 0.21974 -0.71471 3.38558
H -2.14025 -1.68447 2.75712
H -2.13598 -2.93664 0.47299
C -2.42383 0.22572 -1.71874
C -1.28392 1.02974 -1.35696
C -0.33924 1.46648 -2.26857
C 0.67261 2.36973 -1.90294
C 0.73664 2.87020 -0.56560
C -0.10974 2.35751 0.42649
C -1.04847 1.37469 -0.02364
H -2.23156 -0.71744 -2.40900
H -3.19368 0.58237 -2.47899
H -3.25578 -0.28536 -1.06421
H -0.27087 0.99397 -3.27639
H 1.35401 2.79096 -2.66437
H 1.49071 3.63949 -0.38276
H -0.28621 2.67013 1.38225
H -1.63051 0.78792 0.74204
*
```

As for the orbital gap: 0.3378 hartree. The energy relative to the best compared isomer or geometry (same formula, charge and spin) comes out at 3.067 eV.

ORCA calculation (ωB97M-V/def2-TZVPD) on C5H6Cl2O4STl2 as an isolated structure.

Geometry as ORCA input:
```
! RIJCOSX wB97M-V def2-TZVPD def2/J DEFGRID3
* xyz 4 1
Tl 2.81154 -3.08028 -0.10512
Tl 0.78053 0.41642 -1.07001
Cl 3.45542 -0.41763 -0.49597
Cl 0.17719 -2.20073 -0.20065
C -2.17800 -0.57034 -0.62257
C 4.00220 -1.92928 -2.69766
C 1.83224 -4.44438 -2.46843
O -3.16054 -1.14752 -0.53742
O 4.42761 -1.19602 -3.46457
O 1.31344 -4.92237 -3.36740
C -1.25096 3.04077 0.63574
S -0.51860 2.14299 2.02636
C -1.84848 0.98636 2.39738
O 0.59688 1.32109 1.41255
H -1.88791 3.83431 1.03887
H -1.83522 2.35794 0.00710
H -0.44143 3.48672 0.04748
H -2.69366 1.15363 1.71734
H -1.43791 -0.02664 2.31274
H -2.14433 1.19494 3.43424
*
```

As for the orbital gap (spin up / spin down): 0.1909 / 0.1870 hartree.

ORCA calculation (ωB97M-V/def2-TZVPD) on C48H32BrHfN6O3S4 as an isolated structure.

Geometry as ORCA input:
```
! RIJCOSX wB97M-V def2-TZVPD def2/J DEFGRID3
* xyz 3 1
Hf 9.35647 16.17361 12.80446
S 8.57719 22.04871 13.43944
C 8.37724 23.58402 14.14724
C 7.87449 23.51270 15.42570
C 7.60064 22.18581 15.83331
C 7.91900 21.27111 14.84586
C 7.75704 19.83205 14.97080
C 8.35768 18.97529 14.04599
N 8.17865 17.62354 14.06149
C 7.54837 17.06234 15.14372
C 6.90435 17.88330 16.16096
C 6.15580 17.19569 17.20960
C 6.11272 15.83938 17.23578
C 6.76576 15.00701 16.24149
C 6.77194 13.60423 16.30763
C 7.55237 12.86173 15.40227
C 8.29843 13.56663 14.41714
N 8.20150 14.90566 14.25495
C 7.46929 15.63738 15.19077
C 7.66561 11.38777 15.46259
C 8.01727 10.57483 14.36126
C 8.01422 9.22603 14.70256
C 7.63628 8.98011 15.98998
S 7.31902 10.37492 16.86537
C 6.94575 19.23731 16.02397
H 8.70656 24.48896 13.63242
H 7.70152 24.38624 16.04809
H 7.19651 21.92490 16.82804
H 8.96958 19.33026 13.23282
H 5.64846 17.79363 17.97313
H 5.53302 15.29660 17.97475
H 6.17146 13.11267 17.05613
H 9.01067 13.06174 13.72990
H 8.21879 10.92321 13.37879
H 8.35831 8.45634 14.00147
H 7.52463 8.00385 16.46051
H 6.42368 19.92951 16.69599
N 11.63968 17.54186 9.23602
C 12.74280 16.66014 9.51420
C 13.92126 16.39917 8.81493
C 14.88483 15.58162 9.47380
C 14.64334 15.06179 10.76369
C 13.43166 15.30005 11.43886
C 12.46118 16.12358 10.83300
N 11.19449 16.63979 11.30270
C 10.76912 17.42420 10.27477
C 9.45760 18.05613 10.26998
C 8.86250 18.87182 9.36627
S 7.16515 19.16508 9.71650
C 7.38098 18.32325 11.19105
N 8.55577 17.72869 11.37540
H 11.59299 18.14433 8.43796
H 14.09983 16.85749 7.85191
H 15.77903 15.33697 8.93055
H 15.39873 14.47929 11.27432
H 13.16035 14.78867 12.36990
H 9.34900 19.25019 8.49550
H 6.54653 18.10690 11.86714
Br 15.03067 17.78706 17.56089
C 14.17302 16.33684 16.68221
C 14.67339 15.03190 16.95577
N 14.11353 14.05384 16.30256
C 13.07367 14.28860 15.47104
C 12.46790 15.51539 15.22443
C 13.06961 16.60967 15.91100
C 11.36476 15.64871 14.29039
O 10.95688 14.74905 13.45323
O 10.74129 16.78257 14.29164
H 15.47161 14.89736 17.70091
H 12.74384 13.43060 14.91770
H 12.72129 17.62994 15.79614
O 8.82540 14.74368 11.41320
S 9.18406 14.11539 9.99309
C 7.81244 13.25999 9.15351
C 8.11629 12.96838 7.83168
C 7.24441 12.20603 7.05812
C 6.04698 11.72386 7.61656
C 5.73352 12.06897 8.91010
C 6.61039 12.83000 9.69817
C 10.15856 12.59370 10.33341
C 11.48486 12.64430 9.90093
C 12.35954 11.65190 10.25221
C 11.94555 10.60545 11.09913
C 10.62165 10.56579 11.53903
C 9.72557 11.56525 11.16400
H 9.09413 13.24497 7.42164
H 7.49929 11.95054 6.04408
H 5.32740 11.13804 7.03890
H 4.78673 11.80028 9.33700
H 6.35876 13.04568 10.74424
H 11.74246 13.42874 9.18423
H 13.37816 11.72722 9.98024
H 12.62319 9.80122 11.38864
H 10.26232 9.78888 12.21520
H 8.66082 11.50891 11.46180
*
```

As for the orbital gap: 0.2170 hartree. The energy relative to the best compared isomer or geometry (same formula, charge and spin) comes out at 0.000 eV.

ORCA calculation (ωB97M-V/def2-TZVPD) on a 2-piece molecular cluster, C3H5N3 overall.

Geometry as ORCA input:
```
! RIJCOSX wB97M-V def2-TZVPD def2/J DEFGRID3
* xyz 0 1
C 1.87652 0.70388 0.38718
N 1.74265 0.62211 -0.85215
C 2.02792 -0.65155 -0.10936
H 1.87369 1.37050 1.21575
H 3.01485 -1.07833 -0.22481
H 1.21660 -1.35972 -0.01366
N -3.08944 -0.86838 -0.22108
C -2.38908 0.09863 -0.07064
N -1.97798 1.21019 0.13623
H -3.08427 -1.54004 -0.96158
H -1.21146 1.49270 0.71411
*
```

As for the orbital gap: 0.4057 hartree. The energy relative to the best compared isomer or geometry (same formula, charge and spin) comes out at 3.297 eV.

ORCA calculation (ωB97M-V/def2-TZVPD) on C19H31F7LiN4O3P as an isolated structure.

Geometry as ORCA input:
```
! RIJCOSX wB97M-V def2-TZVPD def2/J DEFGRID3
* xyz 1 2
Li 7.80214 14.27606 -0.69742
P 6.82060 16.73836 1.95984
F 6.17994 17.88205 1.05660
F 7.67867 16.11924 0.75629
F 8.13925 17.60146 2.23581
F 7.43231 15.63241 2.93556
F 6.07234 17.44060 3.27110
F 5.50827 15.82066 1.74336
C 3.67285 9.04938 -3.06077
C 3.77836 10.50294 -2.63968
C 5.21909 11.09155 -2.75368
C 5.34933 12.25575 -2.03035
N 5.55719 13.25023 -1.50869
H 2.78044 8.94658 -3.67814
H 3.68177 8.53010 -2.10246
H 4.49167 8.72418 -3.70254
H 3.35379 10.70053 -1.65541
H 3.10786 11.11445 -3.24348
H 5.40960 11.18676 -3.82267
H 5.81313 10.32407 -2.25752
C 11.32614 13.93238 4.04369
C 9.89106 13.53420 4.10418
C 9.34828 12.40316 3.21754
C 9.10351 12.87547 1.84839
N 8.85874 13.13804 0.77710
H 11.95303 13.14727 4.46644
H 11.53827 14.90400 4.48987
H 11.60705 13.99077 2.99213
H 9.26010 14.41221 3.96598
H 9.74785 13.22650 5.13999
H 8.40459 11.97293 3.55288
H 10.14557 11.68489 3.02646
C 12.03242 18.89797 -2.54876
C 10.93689 19.22912 -1.51566
C 10.99885 18.22877 -0.34529
C 10.45879 16.93886 -0.58561
N 10.04891 15.91719 -0.83915
H 11.84387 17.90553 -2.95817
H 13.04468 19.06667 -2.18137
H 11.87383 19.45592 -3.47160
H 9.91367 19.25695 -1.89030
H 10.99056 20.24360 -1.12062
H 10.48804 18.66804 0.51158
H 12.05127 18.16445 -0.06891
C 9.53479 18.94204 -4.99586
C 9.02682 17.66355 -4.22877
C 7.66818 17.88467 -3.53169
C 7.34242 16.70805 -2.71418
N 7.18847 15.74776 -2.03553
H 9.43511 19.82456 -4.36395
H 8.81771 19.21076 -5.77154
H 10.43384 18.70179 -5.56338
H 9.70239 17.39329 -3.41720
H 9.02442 16.80071 -4.89481
H 6.95652 18.14620 -4.31479
H 7.59506 18.81659 -2.97107
C 8.76358 11.83758 -5.60718
C 8.19936 13.19189 -5.78955
O 8.56502 13.78912 -4.49359
C 8.61851 12.71356 -3.58115
O 8.63088 12.88804 -2.40281
O 8.55525 11.59971 -4.26928
F 6.82597 13.20843 -5.87650
H 9.77971 11.72440 -5.98502
H 8.21379 11.04089 -6.10830
H 8.51015 13.76362 -6.66398
*
```

As for the orbital gap (spin up / spin down): 0.4358 / 0.1024 hartree. The energy relative to the best compared isomer or geometry (same formula, charge and spin) comes out at 0.701 eV.

ORCA calculation (ωB97M-V/def2-TZVPD) on C23H23ClIN3OS5SiTi as an isolated structure.

Geometry as ORCA input:
```
! RIJCOSX wB97M-V def2-TZVPD def2/J DEFGRID3
* xyz -2 3
Ti -0.59829 -1.65136 0.12389
S -1.57242 -3.23485 1.92425
S -3.37109 -3.69527 1.09573
S -4.01614 -1.89534 0.24373
S -2.75923 -1.52626 -1.29405
Cl 3.32046 -2.73776 -5.33899
C 2.19479 -2.86216 -4.01422
C 1.31379 -3.93263 -4.00402
C 0.41556 -4.06507 -2.96314
I -0.91586 -5.70512 -2.88553
C 0.35215 -3.14168 -1.91532
O -0.42507 -3.22487 -0.88022
C 1.24209 -2.03380 -1.98368
N 1.10466 -1.17938 -0.94405
C 1.98054 -0.16003 -0.84860
C 2.94497 0.07214 -1.80166
C 3.06451 -0.76468 -2.91469
C 2.20495 -1.87668 -3.01222
H 1.32960 -4.65051 -4.81134
H 1.86457 0.47884 0.02160
H 3.59618 0.92793 -1.68623
H 3.78954 -0.56348 -3.68815
C -1.12350 5.15654 0.25915
Si -2.32145 3.90210 -0.58101
C -1.89533 3.96702 -2.43723
C -4.09087 4.65473 -0.47101
C -2.33175 2.31454 0.43513
C -3.09204 2.20560 1.58350
C -3.05878 1.03617 2.33996
C -2.22230 0.01467 1.93476
N -1.46465 0.07654 0.83238
C -1.54307 1.19597 0.05575
S -0.66838 1.22039 -1.38149
H -1.21229 6.14326 -0.19194
H -0.09691 4.82154 0.13549
H -1.31857 5.25417 1.32480
H -2.13081 4.94496 -2.85496
H -2.44539 3.21393 -2.99112
H -0.84004 3.76932 -2.58790
H -4.16125 5.55465 -1.07658
H -4.36617 4.92421 0.54444
H -4.83148 3.94908 -0.83698
H -3.71275 3.03747 1.89620
H -3.66223 0.92701 3.22998
H -2.14611 -0.89541 2.53041
C 4.39373 -1.80653 3.92566
C 3.11982 -1.74557 3.13987
C 2.24662 -0.64587 3.21689
C 1.11691 -0.59856 2.44139
N 0.74780 -1.58508 1.57849
C 1.58115 -2.66875 1.52939
C 2.73333 -2.77080 2.25872
H 4.27175 -1.36188 4.91413
H 5.19690 -1.25876 3.42148
H 4.72136 -2.83794 4.04657
H 2.47422 0.17415 3.89017
H 0.46303 0.27064 2.48562
H 1.26129 -3.47692 0.87544
H 3.34796 -3.65454 2.16135
*
```

As for the orbital gap (spin up / spin down): 0.1367 / 0.1894 hartree. The energy relative to the best compared isomer or geometry (same formula, charge and spin) comes out at 1.309 eV.

Let's list largest force on an atom in order: 0.79 3.09 4.94 7.48 3.93 3.04 1.14 4.55 3.87 eV/Å.
Let's list total energy in order: -6279.14836 -477.09592 -613.53272 -576.26729 -2156.55726 -6616.75848 -281.46888 -2235.11526 -5017.75894 a.u..